# 1
59
Properties=species:S:1:pos:R:3:forces:R:3:lowdin_charge:R:1 method="wB97M-V/def2-TZVPD" smiles="CCCCN(CC)Cc1ccc(CNC(=O)Nc2ccc(OC)cc2OC)o1" e_lumo_ev=0.553 e_above_lowest_kcal_mol=62.99 energy_ev=-34940.0404 fmax_ev_per_a=1.03 homo_lumo_gap_ev=8.18 homo_energy_ev=-7.63
C -0.274867 -5.130081 0.188467 -0.218 0.088 -0.114 -0.116
C -1.272299 -4.033417 -0.162288 0.269 0.004 0.224 -0.271
C -1.217506 -2.873883 0.828142 -0.384 0.003 -0.330 -0.200
C -2.128147 -1.723371 0.395541 0.241 -0.071 0.197 -0.209
N -1.702683 -1.171757 -0.875505 -0.155 -0.053 -0.006 -0.171
C -0.501181 -0.347348 -0.803958 0.332 -0.100 -0.309 -0.232
C 0.582732 -0.879843 -1.738100 -0.107 0.225 0.250 -0.052
C -2.781750 -0.573459 -1.646141 0.124 0.230 0.145 -0.106
C -3.473427 0.546003 -0.928323 -0.814 -0.628 0.094 -0.252
C -4.654264 0.607614 -0.246406 0.495 -0.177 -0.457 -0.021
C -4.705118 1.891630 0.352872 0.475 0.498 -0.105 -0.016
C -3.554042 2.526741 -0.007864 -0.717 0.235 0.514 -0.253
C -2.924823 3.825475 0.385957 0.128 -0.216 -0.295 -0.101
N -1.663072 3.567576 1.061805 -0.083 0.109 0.301 0.069
C -0.531874 3.421346 0.279872 0.008 -0.016 0.479 -0.544
O -0.413728 3.964929 -0.794585 0.067 0.036 -0.451 0.075
N 0.434317 2.659606 0.886169 -0.016 -0.219 0.427 0.153
C 1.647037 2.233111 0.334996 0.110 -0.189 0.014 -0.173
C 2.246649 2.831501 -0.763255 0.013 -0.061 0.044 0.005
C 3.442998 2.351498 -1.256716 0.256 -0.282 0.070 -0.003
C 4.070532 1.265723 -0.655186 -0.154 0.201 -0.112 -0.278
O 5.251280 0.867575 -1.213584 -0.184 0.221 -0.062 -0.084
C 5.927763 -0.230362 -0.656515 0.088 -0.151 0.074 -0.093
C 3.480026 0.655839 0.448798 0.213 -0.203 0.054 0.035
C 2.274653 1.131600 0.939022 -0.263 0.222 -0.073 -0.214
O 1.604888 0.580901 2.011127 0.020 0.487 -0.416 -0.109
C 2.146819 -0.561529 2.624364 0.074 -0.242 0.167 -0.081
O -2.807557 1.711463 -0.785135 0.298 0.210 -0.129 0.078
H -0.472295 -5.524443 1.183511 0.036 -0.089 0.110 0.069
H -0.339664 -5.949520 -0.523471 0.067 -0.130 -0.023 0.066
H 0.742038 -4.742922 0.171432 0.139 0.009 0.011 0.066
H -1.063089 -3.644474 -1.159465 -0.080 -0.021 -0.033 0.099
H -2.281766 -4.450120 -0.172400 -0.085 0.019 -0.061 0.108
H -0.189811 -2.515205 0.905468 0.132 0.047 0.083 0.095
H -1.526741 -3.215599 1.818845 0.068 0.004 0.083 0.114
H -3.143982 -2.107064 0.272748 -0.043 0.015 0.060 0.121
H -2.156224 -0.959593 1.193783 -0.106 -0.020 -0.082 0.123
H -0.123268 -0.341393 0.221776 -0.041 0.073 0.025 0.101
H -0.719175 0.690883 -1.074660 0.028 -0.059 0.137 0.109
H 1.458313 -0.235981 -1.693621 0.185 0.061 -0.056 0.059
H 0.867079 -1.890198 -1.455462 0.052 -0.152 0.019 0.065
H 0.217996 -0.902141 -2.761533 -0.023 -0.021 -0.154 0.073
H -3.514225 -1.351671 -1.876558 -0.016 0.142 -0.048 0.130
H -2.354578 -0.205389 -2.581819 -0.102 -0.056 -0.059 0.132
H -5.396481 -0.161354 -0.177499 -0.101 -0.235 -0.034 0.107
H -5.492011 2.286967 0.962354 -0.119 0.159 0.163 0.106
H -2.678884 4.421449 -0.497578 -0.125 0.019 0.166 0.128
H -3.590775 4.387273 1.042958 0.000 -0.054 -0.140 0.128
H -1.741407 2.964397 1.868795 0.034 0.009 -0.125 0.136
H 0.200669 2.175633 1.741279 -0.092 0.097 -0.142 0.136
H 1.754440 3.664581 -1.234582 -0.018 0.049 -0.016 0.107
H 3.910802 2.808739 -2.112652 0.057 0.069 -0.118 0.118
H 6.216482 -0.043068 0.383528 -0.024 -0.014 -0.029 0.095
H 6.826153 -0.358882 -1.258302 -0.047 -0.037 0.076 0.093
H 5.326973 -1.144878 -0.709166 0.013 0.031 0.018 0.095
H 3.954114 -0.188471 0.919793 0.036 -0.083 0.051 0.094
H 3.121176 -0.352608 3.077264 -0.030 -0.006 -0.041 0.098
H 2.243501 -1.390178 1.915298 0.002 0.036 0.010 0.094
H 1.441273 -0.839848 3.406380 0.084 -0.027 -0.045 0.096

---

# 2
61
Properties=species:S:1:pos:R:3:forces:R:3:lowdin_charge:R:1 method="wB97M-V/def2-TZVPD" smiles="Cc1ccc(S(=O)(=O)NCC(=O)N(CC(=O)NC2CCCC2)C[C@H]2CCCO2)cc1" e_lumo_ev=0.621 e_above_lowest_kcal_mol=24.85 energy_ev=-47824.1278 fmax_ev_per_a=0.87 homo_lumo_gap_ev=9.64 homo_energy_ev=-9.02
C -4.533727 -1.789696 2.265200 -0.012 -0.003 -0.035 -0.044
C -3.813949 -0.678881 1.564792 0.100 0.028 0.006 -0.259
C -2.427267 -0.604625 1.575216 -0.091 0.101 -0.030 -0.024
C -1.764497 0.411557 0.905630 0.133 0.076 -0.028 -0.052
C -2.502754 1.359260 0.231861 0.345 0.433 -0.171 -0.280
S -1.701342 2.704726 -0.620654 -0.370 0.537 -0.103 0.688
O -2.380573 3.914114 -0.270120 -0.267 -0.245 -0.035 -0.272
O -0.274771 2.649100 -0.403424 -0.102 -0.303 -0.051 -0.311
N -1.935795 2.480366 -2.273173 0.122 0.240 0.824 -0.104
C -0.876490 1.736394 -2.910809 0.195 -0.166 0.015 -0.150
C -0.952531 0.257749 -2.519603 -0.024 0.085 -0.247 -0.434
O -2.042069 -0.215593 -2.225109 -0.078 -0.034 -0.191 0.062
N 0.168409 -0.481857 -2.538708 0.077 -0.184 0.029 -0.022
C 1.503514 -0.003193 -2.816116 0.386 -0.028 0.084 -0.043
C 2.400947 -0.011021 -1.557117 -0.388 0.279 -0.624 -0.473
O 3.318304 -0.803908 -1.460591 0.331 -0.323 -0.009 0.051
N 2.105048 0.930481 -0.657381 -0.005 0.312 0.175 0.126
C 2.850533 1.092923 0.567804 0.115 0.134 0.081 -0.304
C 3.703733 2.365679 0.581602 0.143 -0.242 0.147 -0.136
C 4.055346 2.523942 2.058282 0.060 0.123 -0.073 -0.186
C 2.820645 2.011682 2.823732 -0.047 -0.029 0.112 -0.171
C 1.948108 1.285681 1.788249 0.049 -0.088 0.000 -0.138
C 0.061375 -1.897664 -2.214641 -0.311 -0.105 0.453 -0.066
C -0.293227 -2.157442 -0.740213 -0.435 -0.134 -0.423 -0.302
C -0.271687 -3.670454 -0.429647 0.016 0.188 0.023 -0.107
C 0.724746 -3.794070 0.726930 0.046 0.249 0.021 -0.139
C 1.550956 -2.517246 0.575264 0.258 -0.375 0.126 -0.189
O 0.627143 -1.538757 0.140098 -0.054 0.161 0.061 -0.121
C -3.884192 1.317846 0.216363 -0.187 0.012 0.012 -0.053
C -4.535694 0.295529 0.878311 0.111 0.085 -0.102 -0.022
H -3.856122 -2.357823 2.896769 0.005 -0.065 0.060 0.076
H -5.341117 -1.395593 2.879187 -0.059 -0.031 0.070 0.083
H -4.973531 -2.467053 1.533600 -0.048 -0.088 0.004 0.086
H -1.851836 -1.349802 2.104075 0.080 -0.097 0.062 0.118
H -0.687949 0.456500 0.892422 0.178 -0.060 0.032 0.094
H -2.843036 2.065334 -2.439169 -0.201 -0.052 0.005 0.107
H 0.044361 2.218074 -2.592112 0.047 -0.140 -0.311 0.097
H -0.983197 1.827492 -3.996864 0.070 0.006 0.121 0.142
H 1.971367 -0.672361 -3.547139 -0.015 0.164 0.150 0.136
H 1.480871 0.998617 -3.239225 -0.019 -0.044 -0.013 0.121
H 1.285946 1.522197 -0.746971 0.043 -0.199 -0.175 0.097
H 3.488662 0.210768 0.674906 -0.047 0.107 0.025 0.154
H 4.582272 2.287900 -0.056542 -0.006 0.036 -0.107 0.115
H 3.090421 3.201519 0.241327 -0.049 0.061 -0.072 0.120
H 4.295989 3.554850 2.312664 0.098 -0.004 0.039 0.103
H 4.924397 1.908338 2.294116 0.053 0.030 0.014 0.107
H 2.270451 2.836446 3.274485 -0.008 -0.022 0.079 0.104
H 3.121416 1.338703 3.626600 -0.039 0.039 0.058 0.102
H 1.553514 0.341724 2.159108 -0.122 -0.052 -0.024 0.103
H 1.111218 1.919388 1.490649 -0.056 -0.039 0.042 0.094
H 1.018426 -2.364280 -2.449163 -0.003 -0.020 -0.045 0.135
H -0.729253 -2.336297 -2.831386 0.101 -0.066 0.023 0.142
H -1.270546 -1.707663 -0.543807 0.188 -0.135 -0.076 0.121
H -1.260675 -4.035578 -0.162383 -0.026 -0.058 -0.052 0.113
H 0.076716 -4.227759 -1.299207 -0.027 -0.069 -0.059 0.112
H 1.334540 -4.691903 0.665911 0.017 -0.063 0.045 0.111
H 0.202235 -3.786073 1.683909 0.013 -0.031 0.033 0.109
H 1.986519 -2.163642 1.510201 0.056 -0.019 -0.034 0.123
H 2.352851 -2.644915 -0.163071 -0.040 0.037 0.075 0.116
H -4.428446 2.092155 -0.301687 -0.186 0.066 -0.017 0.118
H -5.614689 0.248099 0.866758 -0.114 0.022 0.001 0.118

---

# 3
61
Properties=species:S:1:pos:R:3:forces:R:3:lowdin_charge:R:1 method="wB97M-V/def2-TZVPD" smiles="CC(C)[C@H](C)NC(=O)COC(=O)c1cccc(C(=O)OCC(=O)N[C@@H](C)C(C)C)n1" e_lumo_ev=-0.053 e_above_lowest_kcal_mol=1.94 energy_ev=-39037.6912 fmax_ev_per_a=0.76 homo_lumo_gap_ev=9.31 homo_energy_ev=-9.36
C -1.584600 2.413088 -1.656164 0.058 -0.299 0.133 -0.066
C -1.657016 0.888942 -1.718172 -0.250 0.073 -0.271 -0.380
C -1.282619 0.419509 -3.123085 0.052 -0.024 0.273 -0.053
C -3.053547 0.360242 -1.341486 0.026 0.186 0.108 -0.327
C -3.525699 0.805820 0.042057 -0.052 0.029 -0.314 -0.027
N -3.024827 -1.087594 -1.358215 0.334 0.145 0.319 0.107
C -3.801085 -1.849036 -2.134611 0.282 -0.625 0.271 -0.470
O -4.631401 -1.441095 -2.918501 -0.286 -0.010 -0.329 0.062
C -3.554735 -3.360630 -1.963582 -0.648 0.130 -0.381 -0.040
O -2.565095 -3.591853 -0.973893 0.288 0.033 -0.182 0.001
C -2.890743 -4.263268 0.126724 -0.264 -0.232 0.170 -0.432
O -3.892010 -4.911270 0.285493 0.200 0.039 -0.002 0.139
C -1.821787 -4.084710 1.161043 0.143 -0.201 0.320 -0.160
C -1.465187 -5.133450 2.005356 -0.054 0.203 -0.134 0.023
C -0.464272 -4.911976 2.937441 -0.064 0.111 -0.119 -0.029
C 0.115297 -3.656163 3.003968 -0.069 0.178 -0.139 0.025
C -0.343864 -2.663074 2.138567 0.018 -0.446 0.193 -0.153
C 0.251493 -1.297368 2.241147 0.311 0.146 0.291 -0.429
O 1.274443 -1.064366 2.836401 -0.143 -0.078 -0.095 0.132
O -0.503274 -0.360778 1.664991 -0.244 0.074 -0.156 0.008
C 0.069252 0.933232 1.648196 0.335 -0.065 0.010 -0.072
C 1.234334 0.969531 0.639044 -0.529 0.180 0.501 -0.469
O 1.465613 0.043272 -0.101266 0.103 -0.337 -0.242 0.096
N 1.912995 2.128705 0.652881 0.184 0.347 -0.010 0.103
C 3.076454 2.362147 -0.187798 0.162 -0.121 -0.078 -0.341
C 3.034267 3.798576 -0.693864 0.011 -0.294 -0.006 -0.035
C 4.368590 1.977032 0.565391 0.005 0.068 -0.127 -0.382
C 4.663710 2.893334 1.750863 -0.093 -0.234 -0.193 -0.069
C 5.564117 1.932303 -0.382686 -0.231 -0.068 0.164 -0.069
N -1.284043 -2.874699 1.229767 -0.018 0.161 -0.148 0.208
H -1.734738 2.786961 -0.646661 -0.038 0.121 0.107 0.060
H -0.606659 2.747422 -1.995712 0.092 0.089 -0.044 0.071
H -2.340088 2.853645 -2.303360 -0.101 0.115 -0.081 0.087
H -0.935589 0.464177 -1.013492 0.006 -0.037 0.052 0.114
H -1.309496 -0.664622 -3.188293 0.024 -0.094 -0.083 0.075
H -0.276965 0.748921 -3.372624 0.111 0.024 -0.074 0.078
H -1.975825 0.824767 -3.857317 -0.086 0.054 -0.117 0.087
H -3.781954 0.666194 -2.100299 0.110 -0.007 0.058 0.150
H -4.488032 0.347538 0.258726 -0.065 -0.022 0.054 0.085
H -2.813170 0.482571 0.797867 0.078 -0.023 0.147 0.065
H -3.646955 1.883560 0.089866 0.004 0.145 0.069 0.072
H -2.354258 -1.528833 -0.740943 -0.061 -0.103 -0.030 0.133
H -3.204651 -3.767984 -2.916178 -0.020 0.069 0.156 0.144
H -4.492884 -3.854723 -1.689832 0.170 0.140 -0.081 0.135
H -1.962606 -6.085727 1.912802 -0.059 -0.079 -0.003 0.123
H -0.144426 -5.702097 3.600366 0.021 -0.043 0.035 0.113
H 0.900399 -3.420955 3.705009 0.056 0.017 0.041 0.122
H -0.722256 1.618222 1.340346 0.055 -0.072 0.014 0.124
H 0.438159 1.193407 2.647165 -0.083 0.045 -0.169 0.138
H 1.699825 2.829753 1.343946 -0.122 -0.096 0.043 0.145
H 2.969407 1.672748 -1.032604 0.023 0.110 0.111 0.145
H 2.115499 3.965868 -1.251216 -0.060 0.035 -0.048 0.077
H 3.873772 3.992183 -1.353657 0.108 0.109 -0.056 0.078
H 3.067674 4.503966 0.132831 0.022 0.149 0.078 0.076
H 4.199897 0.964307 0.948516 -0.028 0.043 -0.044 0.140
H 4.897822 3.901390 1.417332 0.037 0.148 0.003 0.075
H 3.821084 2.934000 2.437456 -0.066 0.059 0.149 0.071
H 5.522375 2.514338 2.299757 0.069 0.009 0.102 0.080
H 6.432198 1.529759 0.133434 0.127 -0.023 0.005 0.079
H 5.816602 2.927608 -0.740375 0.075 0.119 -0.074 0.073
H 5.351078 1.297234 -1.238864 0.033 -0.071 -0.144 0.082

---

# 4
57
Properties=species:S:1:pos:R:3:forces:R:3:lowdin_charge:R:1 method="wB97M-V/def2-TZVPD" e_lumo_ev=0.623 e_above_lowest_kcal_mol=482.22 energy_ev=-31940.3714 fmax_ev_per_a=18.66 homo_lumo_gap_ev=8.88 homo_energy_ev=-8.26
C 5.030144 -1.738323 2.217215 1.839 0.435 -0.062 -0.035
C 4.710511 -1.551859 0.675346 6.963 -7.563 3.639 -0.356
H 5.547303 -1.136159 0.301223 3.462 0.800 -1.544 0.093
H 4.537990 -2.524961 0.185598 0.440 -0.200 0.524 0.150
O 3.832167 -0.766160 0.349939 -1.051 12.495 -2.870 0.088
C 2.642761 -1.030040 0.498476 -3.562 9.121 -1.343 -0.672
O 2.420410 -2.081251 0.644260 -5.626 -17.135 3.092 0.256
C 1.528108 -0.057859 0.411863 0.223 5.503 -0.149 -0.302
C 1.993465 0.902381 -0.701820 -1.090 5.095 4.029 -0.171
H 2.982552 1.330762 -0.637076 0.570 -0.390 0.675 0.144
C 1.830587 0.316280 -1.888639 0.738 -4.170 -11.052 -0.254
N 0.538712 -0.278213 -2.181744 0.097 6.470 -6.837 -0.073
C -0.235883 0.361240 -3.396704 -0.169 -1.655 6.517 -0.322
O 0.108872 1.414977 -3.835136 0.494 -0.242 -1.281 0.083
C -1.722187 -0.113853 -3.378591 0.931 0.941 0.934 -0.048
C -2.504025 0.838294 -2.314230 -1.057 -2.814 1.284 -0.099
O -3.879156 0.308293 -2.434139 3.894 -0.691 5.536 -0.219
C -4.640297 0.655872 -3.422797 -6.370 -6.899 2.382 -0.189
H -5.878596 0.248764 -3.101376 3.575 1.368 -1.173 0.192
H -4.364308 0.155857 -4.230783 0.629 -2.298 -4.282 0.035
H -4.647829 1.563122 -3.586471 -0.543 9.384 -1.659 -0.002
H -2.499679 1.941091 -2.383253 0.358 -0.526 -0.835 0.135
H -2.248435 0.612285 -1.206041 -0.202 0.178 -1.951 0.109
H -1.968036 0.462296 -4.280082 -0.976 -1.619 -0.634 0.108
H -1.932282 -1.302583 -3.118398 0.230 3.599 -1.430 0.185
C 0.020082 -1.132313 -1.335864 3.497 -3.490 5.964 -0.188
H -0.831113 -1.506903 -1.684124 -3.851 -1.389 -0.613 0.052
C 0.056154 -0.557545 0.213296 2.818 7.459 -10.842 0.029
H 0.040997 -1.218972 0.820526 -1.919 -8.288 7.861 0.011
H -0.598119 0.317247 0.128310 0.063 -0.518 1.099 0.098
H 0.732908 -2.031766 -1.284395 -0.882 0.475 0.176 0.153
H 2.120455 0.867998 -2.921548 -0.792 -0.214 2.704 0.182
H 2.496403 -0.526855 -2.112911 0.603 -0.458 0.826 0.138
H 1.399341 1.858493 -0.862600 -0.037 -0.770 1.301 0.166
C 1.589988 0.776479 1.719427 -5.080 -1.312 3.022 -0.044
C 0.511860 2.065500 2.035108 6.856 1.328 -9.158 -0.173
H 0.025640 2.011652 0.920396 0.579 1.146 2.773 0.128
H 1.283274 3.166368 2.064537 -2.631 -3.387 0.012 0.195
C -0.394817 1.935987 3.057729 -1.116 1.359 3.801 -0.270
C -1.367223 0.947649 2.894386 -4.129 8.557 -8.483 -0.323
C -1.414213 -0.191670 3.260108 10.347 -6.864 12.215 -0.279
C -2.191016 -1.133056 3.167102 -11.554 -13.920 -4.580 -0.127
C -3.176258 -1.089161 2.067784 -1.588 0.449 -1.180 -0.053
C -3.228315 0.150591 1.332563 -2.124 -2.903 0.994 -0.145
C -2.361554 1.023585 1.865222 -0.324 7.662 -3.542 -0.082
H -2.575763 2.093350 1.159518 1.366 -2.333 2.532 0.185
H -4.105115 0.385133 0.553800 2.528 -0.507 1.689 0.152
H -4.048651 -1.807616 1.616762 2.614 0.900 2.082 0.143
H -2.365962 -2.398342 3.589439 1.600 4.417 -0.470 0.204
H -0.558441 -0.535886 4.226900 -1.810 1.231 -2.521 0.214
H 0.070529 1.656494 3.973349 0.773 0.417 1.184 0.130
H -0.931562 2.848568 3.142692 -0.266 1.211 0.600 0.132
H 1.006253 -0.020031 2.477741 2.756 1.751 -1.008 0.162
H 2.552858 1.169589 1.900441 1.183 -0.282 0.790 0.089
H 4.112552 -2.139024 2.564048 -0.623 -0.633 1.182 0.024
H 5.237016 -0.683598 2.830812 -0.240 -2.855 -1.852 0.130
H 5.929616 -2.587383 2.316107 -2.411 2.577 -0.065 0.135